Here is a cluster of 2 separate species, C3H9NO2 in total from the OMol25 dataset. Energies are from ωB97M-V/def2-TZVPD.

As for the expectation value of S²: 0.77. As for the largest force on an atom: 4.7 eV/Å. For the LUMO energy (spin up / spin down), the calculation gives -4.2 / -9.2 eV. For the energy relative to the best compared isomer or geometry (same formula, charge and spin), the calculation gives 210.2 kJ/mol.

Geometry as ORCA input:
```
! RIJCOSX wB97M-V def2-TZVPD def2/J DEFGRID3
* xyz 1 2
H 0.4962 1.3453 2.8962
H 2.1736 1.8387 2.1259
H 0.6040 2.2471 1.1982
H -1.0631 -0.8133 -4.3111
O 2.1368 -0.2642 0.7923
C 1.0918 1.6177 1.9927
O -1.9965 -0.6845 -4.2556
H 0.4253 -1.3059 0.5002
H -2.1008 0.1307 1.2276
N -0.1639 -0.5932 0.9913
H -1.9485 -0.7719 -0.2285
C -1.3855 -0.1761 0.4908
H -1.2405 0.8203 -0.0297
H -2.1091 -1.4092 -4.8733
C 1.0915 0.1685 1.2269
*
```

Here is a structure of composition C12H28NO3P2Sc from the OMol25 dataset. Energies are from ωB97M-V/def2-TZVPD.

As for the largest force on an atom: 7.0 eV/Å. For the LUMO energy, the calculation gives 0.2 eV.

Geometry as ORCA input:
```
! RIJCOSX wB97M-V def2-TZVPD def2/J DEFGRID3
* xyz 0 1
H 3.3247 1.3328 1.9897
H 0.9018 0.5204 4.6451
H -0.9021 0.5203 4.6449
O -0.8170 2.6735 -1.7359
H -4.1988 1.4756 0.0707
H -3.0423 2.2728 1.1962
C -2.5391 -0.9950 -0.8710
C 3.0832 -1.7160 1.4019
C -3.1322 1.6147 0.3116
C 3.3958 1.0971 0.9121
C 0.0001 0.0001 4.2762
C 1.0664 -0.8761 -1.9071
H -0.7152 3.5653 -1.3667
H -3.4417 -0.7003 -1.4275
H -0.0001 -1.0417 4.6457
H 4.1255 -1.8474 1.0725
O 1.8366 2.2111 -2.0294
H 0.3733 1.4559 0.8151
C 1.0002 -1.2763 -3.2556
H -2.5994 2.0822 -0.5360
H -3.2459 -0.2018 2.8769
C -1.4091 -1.3640 -3.1106
H -2.3943 -1.5713 -3.5486
H 2.1842 2.2823 -2.9351
H 2.5125 -2.6343 1.1934
H 3.0733 1.9715 0.3248
H 3.2383 -0.8223 -1.7620
H 3.0620 -1.5226 2.4889
C 2.3127 -0.5622 -1.2417
C -3.3392 -0.7788 1.9415
O 0.0015 0.0061 2.8671
C -1.3082 -0.9920 -1.7775
H -0.1187 1.3236 0.0450
H 2.0479 1.2737 -1.7680
P -2.3439 0.0310 0.6659
H -2.6957 -2.0328 -0.5180
H 1.9307 -1.4036 -3.8207
Sc -0.0196 -0.1461 0.9148
P 2.3230 -0.3160 0.5200
H 4.4412 0.8589 0.6600
C -0.2303 -1.5023 -3.8601
H -0.1259 -1.5523 1.2941
H -4.3995 -0.8317 1.6448
H -2.9520 -1.7939 2.1319
N -0.1129 -0.7164 -1.2089
H -0.2759 -1.8030 -4.9099
H 0.1241 2.4314 -1.9606
*
```

Here is an isolated molecule of C4H7NO from the OMol25 dataset. Energies are from ωB97M-V/def2-TZVPD.

As for the largest force on an atom: 0.4 eV/Å. For the LUMO energy, the calculation gives 0.4 eV. For the energy relative to the best compared isomer or geometry (same formula, charge and spin), the calculation gives 517.0 kJ/mol.

Geometry as ORCA input:
```
! RIJCOSX wB97M-V def2-TZVPD def2/J DEFGRID3
* xyz 0 1
C -0.5312 0.6945 -0.4199
C -1.1104 -0.6832 -0.6541
H -1.4390 -0.4364 1.0493
H -0.9002 1.6220 -0.8633
N -1.0165 0.5187 0.9835
C 0.9188 0.2205 -0.4814
O 1.8191 0.6875 0.4748
H 0.4915 -1.7258 0.5673
H 0.5923 -1.9033 -1.1875
H -1.8404 1.1111 1.0703
C 0.3220 -1.2082 -0.3851
H 1.3295 0.7047 1.3112
H 1.3644 0.3978 -1.4651
*
```

Here is a structure of composition C59H47ClNOP2PbSb from the OMol25 dataset. Energies are from ωB97M-V/def2-TZVPD.

As for the largest force on an atom: 0.6 eV/Å. For the LUMO energy, the calculation gives -12.5 eV.

Geometry as ORCA input:
```
! RIJCOSX wB97M-V def2-TZVPD def2/J DEFGRID3
* xyz 4 1
P -0.5403 0.6672 2.7465
C -1.8673 0.0093 5.0148
C 3.7136 -2.0189 -4.4682
H 0.3427 3.1549 -0.3314
C -2.5069 -4.2104 2.0150
C -5.7096 -0.3723 -2.1344
C -1.2490 4.4878 -0.8307
H 6.3642 2.3928 1.0954
C -2.3274 -1.4490 3.1438
H 4.2408 2.4458 -0.1512
C 0.5973 -2.0943 -4.1422
C 5.7373 1.5083 1.0691
H 1.7544 -3.8173 -4.6964
C 1.1135 0.6162 3.3666
N -1.4875 2.1513 -0.4982
H -3.0384 -0.3219 6.7754
C -2.5169 4.7007 3.4384
H 2.9916 -2.7807 -0.7310
C -0.3019 -1.5637 -3.2341
C -3.4013 -1.9906 3.8283
C -3.6517 -1.5760 5.1297
H 3.0236 -1.0937 5.5823
C -2.8580 -0.6119 5.7465
C -3.1295 3.7383 2.6375
H -4.4635 3.5107 -1.1831
H -3.1823 -6.2362 1.9330
C 1.4838 -0.3888 4.2673
Pb -0.5199 0.1583 0.0989
H -2.2143 -4.2721 3.0544
H 0.7874 -1.1774 4.5328
H -1.2962 0.8227 5.4545
C 1.4883 2.7520 -2.8483
C -1.2589 4.4717 3.9780
C 0.6683 -4.1508 -2.8734
C 4.1327 -0.7844 0.9960
H -4.6854 -1.1442 -5.2812
C -4.5627 -0.7064 -1.4384
H 4.1254 -4.4545 -2.1271
C 2.0110 1.6372 3.0207
P -2.0608 -1.6997 -1.1362
H -2.9692 1.7795 1.7809
Cl -0.2146 5.8395 -0.8927
H -3.0307 5.6323 3.6494
C 2.7350 -0.3343 4.8631
C 3.2462 1.6908 3.6376
H 4.6760 1.5283 -2.4818
H 5.6307 -1.6885 2.2315
H -3.0425 5.5698 -1.2939
H -4.1195 3.9182 2.2318
C -5.7418 -0.5129 -3.5212
H -0.5686 -4.2396 -1.1221
H 7.0744 0.3267 2.2639
C 4.0969 -3.2313 -3.9009
H -3.9333 -6.1026 -0.4336
C 4.1217 3.2386 -3.6536
O -1.9404 -1.8321 1.8647
H 0.3791 3.1011 4.1679
H 3.2988 4.8914 -4.7509
H -2.6296 -1.7269 -4.0695
C -2.4785 2.5449 2.3804
C 2.5390 1.9533 -2.4033
C -2.6090 4.6003 -1.0645
C 4.5429 1.5372 0.3566
H -4.4845 -2.0155 5.6687
C 3.6018 0.7103 4.5623
H -6.6413 -0.2514 -4.0674
C -2.6221 -2.9987 -0.0526
C -3.4727 -1.3262 -3.5242
C 5.3244 -0.7899 1.7050
H -6.5856 -0.0194 -1.6015
C 2.8586 -1.3302 -2.3453
H -0.6905 -0.5577 -3.3863
C -3.0555 -5.3156 1.3755
C 3.8616 2.1717 -2.8026
H 4.6031 -3.9725 -4.5099
H 4.5655 0.7673 5.0595
C -0.5925 3.2785 3.7241
C -3.4570 -5.2518 0.0417
H 3.9201 -1.8127 -5.5118
H -0.7945 5.2191 4.6105
C 3.1953 -2.5581 -1.7710
H 3.9298 2.5006 3.4134
H 1.0401 -5.1626 -2.7440
Sb 2.2806 0.2882 -1.1544
C 1.0686 -3.3936 -3.9684
H -3.4506 -4.0642 -1.7441
C -2.8091 2.2425 -0.7294
C -3.4376 -1.1797 -2.1335
C -0.2412 -3.6333 -1.9585
C 6.1325 0.3460 1.7252
C -2.3549 -3.0336 1.3083
H 0.9668 4.4450 -4.0562
H 2.7795 -0.1149 -4.1435
C 1.7714 3.8128 -3.6977
H -4.0502 -2.7198 3.3642
H -4.5566 -0.6486 -0.3503
C -3.2133 -4.1021 -0.6827
H 1.7224 2.4151 2.3164
C 3.8295 -3.5049 -2.5608
H 0.4588 2.5517 -2.5680
C -0.7574 -2.3504 -2.1634
C 3.7796 0.3719 0.2993
C -1.2106 2.3111 2.9287
H 3.5122 -1.6726 0.9880
C 3.0746 -1.0561 -3.6956
H 5.1386 3.4262 -3.9734
H 0.9184 -1.5076 -4.9973
C -0.7197 3.2551 -0.5376
C -1.6065 -0.4033 3.7012
C -4.6382 -1.0015 -4.2074
C 3.0835 4.0594 -4.0912
H -3.3886 1.3257 -0.7125
C -3.3959 3.4571 -1.0091
*
```

Here is a cluster of 11 separate species, C28H50F3N3O32S5 in total from the OMol25 dataset. Energies are from ωB97M-V/def2-TZVPD.

As for the SMILES: O=C1OC[C@@H](F)O1.O=C1OC[C@@H](F)O1.O=C1OC[C@@H](F)O1.O=S1(=O)OCCO1.O=S1(=O)OCCO1.O=S1(=O)OCCO1.O=S1(=O)OCCO1.O=S1(=O)OCCO1.CNC(C)=O.CNC(C)=O.CNC(C)=O. As for the largest force on an atom: 6.1 eV/Å. For the LUMO energy, the calculation gives -0.1 eV. For the energy relative to the best compared isomer or geometry (same formula, charge and spin), the calculation gives 617.2 kJ/mol.

Geometry as ORCA input:
```
! RIJCOSX wB97M-V def2-TZVPD def2/J DEFGRID3
* xyz 0 1
C -1.1775 -4.9416 11.2596
C -3.6860 -11.4037 3.3645
C -0.0779 1.0796 0.4718
C 0.2394 10.9747 -5.4566
O -6.4627 -3.8616 6.5244
O 1.8527 9.2213 -5.6511
O 5.0612 7.7912 7.9242
S -1.2614 -12.2180 3.0343
H -4.6503 7.3700 2.5769
C -0.8164 -7.0224 10.3855
O -0.2311 7.9926 -4.8143
O -0.9778 -6.3850 11.5476
O -2.8919 -12.5914 3.1206
O -6.6579 -2.4132 4.7616
O 0.4602 10.3134 -4.1384
H 1.1905 10.3193 -7.3053
O 5.3221 3.9672 -7.4321
H -0.7207 -4.2549 11.9723
H -4.8372 8.9692 3.1969
O 9.9209 -5.4252 -0.5199
H 8.0116 -5.9873 -0.3983
O 1.8138 8.3029 -3.2579
O 3.5506 3.0095 -8.4208
S 10.6719 -4.2462 -1.4617
N -4.3155 -1.8791 -10.2132
O 4.2139 2.4363 -6.2164
H -4.4183 8.3147 7.7820
C -4.8980 -2.3299 -11.4174
H -3.3927 -2.2117 -9.9724
O -4.5081 6.1987 5.0000
O -1.4893 -0.8540 0.2959
C 4.3395 3.0963 -7.4425
H 1.9628 6.9534 5.1522
H 2.3615 -5.3756 -6.1362
H -4.1751 9.3155 5.2796
O 3.9934 8.7477 5.7334
H 3.2356 -4.3319 -7.8979
H 0.6521 -6.1833 -4.7411
O 9.2182 -3.5219 -1.8605
O 2.8739 7.0240 6.9426
H -4.0592 -11.2273 2.3557
O -6.3223 -1.6100 6.8107
O -6.2357 -0.7329 -9.6303
H -2.2928 1.0250 0.5549
F -8.2245 -0.4919 6.2187
C 0.3030 -5.5565 -5.5617
C -4.6213 7.4254 4.7250
H -4.5081 -11.7222 4.0054
C 8.2507 -3.7875 -0.9494
H -3.4834 -0.3758 -8.0095
H 2.3542 11.0266 -6.1503
H 3.1138 5.6393 5.4218
H 2.3554 -3.8986 -9.3288
O -0.6136 -8.1978 10.2070
H -7.1309 -0.5510 3.9638
N 1.4107 -5.2297 -6.4440
O 2.9882 9.2438 8.1442
O -0.8661 -1.7568 2.5960
H -5.6791 -3.0250 -11.1095
H 3.6007 8.0529 3.9086
C -3.7277 8.0780 6.9726
H -4.1404 -2.9082 -11.9464
C -5.1136 -1.2082 -9.3815
H -2.7308 -9.4501 3.1666
C 5.5000 2.5239 -5.6250
O 11.3967 -3.2679 -0.6090
O 0.2920 0.2787 1.5709
H -5.0404 0.0853 -7.6070
C 1.2781 -5.1287 -7.7706
H -0.7534 10.7058 -5.8175
H 7.0091 3.9659 -6.2517
C 2.9412 6.7061 5.5640
H 2.7749 -5.5796 -9.1547
H 4.9009 7.1022 4.7484
H 0.0180 2.1264 0.7602
H -1.7290 0.6894 -1.0630
O -0.3615 -13.2374 3.6254
H -0.0675 -4.6312 -5.1206
F 5.3860 2.5583 -4.3547
H -1.1539 -4.0271 9.3684
H -5.4944 -0.7056 4.5233
C 2.4782 -4.6937 -8.5933
C -6.5208 -0.9925 4.7519
C 3.9643 7.6497 4.8537
H -6.4144 0.3773 6.5600
H 8.4651 -4.8802 0.8854
H 0.6622 1.0004 -0.3244
C -1.4828 0.5621 -0.0089
H -5.3354 -1.5836 -12.0805
O 11.2609 -4.8280 -2.6659
S -0.2660 -1.2847 1.3944
C -6.5135 -2.7610 6.0402
H 8.2005 -3.0055 -0.1918
O -1.0101 -11.7809 1.6065
H -3.0978 -9.8727 4.8092
O 0.2497 -5.3086 -8.4250
H 0.3418 12.0522 -5.3279
F -2.4752 -4.7382 11.2590
O -1.4881 -10.8913 4.0563
H -6.2264 7.9626 3.2028
H 0.4514 -4.4721 9.9302
H -2.9094 8.7774 7.1440
O -0.6843 -6.0869 9.3691
S 0.9443 8.7518 -4.3814
H 6.0735 1.6736 -5.9940
O 0.7460 -2.1555 0.7330
C -0.5941 -4.7801 9.9232
H -0.4765 -6.1696 -6.0141
C 5.9270 3.8893 -6.1455
H -3.4837 7.0211 7.0793
C 8.5579 -5.0687 -0.1842
N -4.3753 8.3844 5.6159
C -5.1484 7.9378 3.3627
H 5.5846 4.7098 -5.5149
C 1.4262 10.4638 -6.2509
C -4.4983 -0.7733 -8.0033
S 3.8090 8.2874 7.3529
C -6.9069 -0.5163 6.1764
H -4.5464 -1.6752 -7.3930
H 7.2437 -3.7784 -1.3665
C -2.7575 -10.2896 3.8613
*
```